Computed, not measured: a 2-piece molecular cluster, C27H48FIN5O10P2S overall, with ωB97M-V/def2-TZVPD.

Cartesian coordinates (Å):
C -1.25 -3.61 2.85
C -0.75 -3.80 1.43
C 0.70 -3.48 1.16
O 1.17 -2.13 1.38
C 0.68 -1.15 0.52
C -0.25 -0.10 1.15
C -1.66 -0.57 0.73
C -2.77 0.49 0.87
C -4.08 -0.26 1.04
F -4.15 -1.19 0.02
C -0.31 0.02 2.71
C 0.80 -0.51 3.65
C 0.32 -1.59 4.62
I 1.56 1.14 4.90
O -0.21 1.15 0.47
C 0.98 1.87 0.11
C 1.14 2.87 1.24
C -0.17 3.58 1.63
N 0.16 4.92 2.17
N 0.63 2.54 -1.17
C -0.65 2.28 -1.76
C -1.49 3.46 -2.14
O -1.02 1.18 -2.04
C 1.11 3.88 -1.55
C 0.91 5.14 -0.78
O 1.59 3.95 -2.64
C 2.25 0.91 0.02
C 3.04 0.78 1.33
C 4.10 1.79 1.76
O 4.00 2.97 1.80
O 5.21 1.13 2.19
P 3.47 1.87 -1.14
C 3.19 1.42 -2.89
O 4.91 1.20 -0.82
N 1.82 -0.55 -0.38
N 1.18 -0.43 -1.66
C 1.30 -1.24 -2.57
S 1.43 -2.28 -3.68
P 3.17 -1.82 -0.45
N 4.28 -1.63 -1.51
H -2.13 -4.24 3.00
H -1.57 -2.59 3.08
H -0.51 -3.96 3.56
H -1.39 -3.35 0.68
H -0.82 -4.87 1.21
H 0.91 -3.80 0.14
H 1.33 -4.10 1.79
H 0.08 -1.68 -0.21
H -1.62 -0.81 -0.32
H -1.97 -1.41 1.34
H -2.65 1.12 1.74
H -2.84 1.07 -0.05
H -4.06 -0.80 1.99
H -4.95 0.39 1.06
H -1.25 -0.38 3.08
H -0.40 1.08 2.90
H 1.69 -0.87 3.16
H 0.88 -1.54 5.55
H -0.74 -1.52 4.81
H 0.56 -2.56 4.19
H 1.44 2.37 2.15
H 1.85 3.66 1.02
H -0.70 3.01 2.39
H -0.85 3.68 0.78
H 0.31 4.82 3.17
H -0.68 5.49 2.13
H -1.60 4.19 -1.35
H -2.47 3.09 -2.44
H -1.05 3.96 -2.99
H -0.05 5.21 -0.30
H 1.64 5.25 0.02
H 1.02 5.97 -1.46
H 2.39 0.73 2.18
H 3.58 -0.15 1.34
H 5.32 1.35 3.13
H 3.78 0.57 -3.22
H 3.55 2.29 -3.42
H 2.14 1.33 -3.13
H 5.30 0.74 -1.57
H 3.65 -1.98 0.85
H 2.45 -2.98 -0.69
H 4.16 -0.82 -2.10
C -4.64 -2.19 -2.87
C -3.65 -2.72 -3.87
C -4.20 -3.46 -5.07
O -3.11 -4.33 -5.41
C -2.41 -4.57 -4.28
O -1.54 -5.38 -4.17
O -2.82 -3.75 -3.28
H -4.12 -1.89 -1.98
H -5.18 -1.34 -3.29
H -5.36 -2.96 -2.58
H -2.97 -1.92 -4.19
H -4.44 -2.81 -5.91
H -5.07 -4.07 -4.82

Summary:
- E_LUMO (eV) = -3.77
- charge = +1
- gap between HOMO and LUMO (eV) = 7.7
- E (eV) = -96922.752